(1)
Molecular formula: C21H33N8O4Tl
Method: DFT, ωB97M-V/def2-TZVPD

Orbital gap: 7.190 eV
Energy relative to the best compared isomer or geometry (same formula, charge and spin): 0.0 kJ/mol
HOMO: -7.084 eV

ORCA input file:
```
! wB97M-V def2-TZVPD RIJCOSX def2/J DEFGRID3
* xyz 0 1
Tl -1.554 1.053 -0.343
N -2.176 2.540 1.459
N -3.424 2.070 1.870
C -4.261 1.378 0.958
O -5.433 1.282 1.265
O -3.689 0.871 -0.091
H -1.504 2.468 2.213
H -2.199 3.489 1.098
H -3.948 2.659 2.498
C 1.981 -1.901 1.340
N 0.713 -2.243 1.964
C 0.821 -2.955 3.228
C -0.417 -1.491 1.705
N -0.391 -0.238 1.379
C 0.711 0.563 1.801
C 0.868 0.715 3.160
C 1.931 1.464 3.699
C 2.815 2.072 2.861
C 2.666 1.986 1.452
C 3.580 2.671 0.617
C 3.426 2.625 -0.736
C 2.377 1.896 -1.323
C 1.474 1.180 -0.561
N 0.438 0.424 -1.096
C 0.032 0.615 -2.454
N 0.897 0.084 -3.483
C 1.183 0.876 -4.669
C 2.006 -0.772 -3.100
N -1.328 -0.086 -2.462
C -2.103 0.208 -3.664
C -1.198 -1.533 -2.277
C 1.602 1.225 0.884
N -1.594 -2.173 1.769
C -2.863 -1.466 1.830
C -1.691 -3.589 1.437
H 2.515 -2.827 1.117
H 2.613 -1.279 1.981
H 1.803 -1.371 0.406
H 1.391 -3.876 3.087
H -0.165 -3.211 3.608
H 1.338 -2.343 3.976
H 0.157 0.226 3.817
H 2.038 1.549 4.773
H 3.644 2.648 3.256
H 4.383 3.238 1.074
H 4.110 3.170 -1.379
H 2.252 1.924 -2.395
H 0.343 1.512 -4.925
H 1.378 0.201 -5.506
H 2.069 1.514 -4.542
H 1.778 -1.300 -2.178
H 2.938 -0.211 -2.954
H 2.176 -1.510 -3.889
H -2.173 1.282 -3.800
H -3.107 -0.199 -3.543
H -1.637 -0.248 -4.547
H -0.620 -1.745 -1.377
H -0.701 -1.994 -3.138
H -2.195 -1.965 -2.176
H -2.747 -0.523 2.364
H -3.582 -2.083 2.369
H -3.277 -1.259 0.840
H -0.722 -3.974 1.137
H -2.395 -3.721 0.612
H -2.056 -4.169 2.288
O -1.082 2.612 -1.806
O -0.218 1.967 -2.781
*
```


(2)
Molecular formula: C21H33NO
Method: DFT, ωB97M-V/def2-TZVPD

SMILES: OCC1(Cc2ccccc2)CCN(CCCC2CCCC2)CC1
Orbital gap: 8.824 eV
Energy relative to the best compared isomer or geometry (same formula, charge and spin): 9.1 kJ/mol
HOMO: -8.050 eV

ORCA input file:
```
! wB97M-V def2-TZVPD RIJCOSX def2/J DEFGRID3
* xyz 0 1
O -3.457 -0.245 2.091
H -4.201 0.144 1.615
C -2.963 -1.329 1.348
C -2.401 -0.963 -0.045
C -1.514 -2.111 -0.559
C -0.173 -2.206 0.182
N 0.579 -0.972 0.191
C -0.224 0.096 0.752
C -1.561 0.319 0.029
H -2.115 1.094 0.559
H -1.363 0.672 -0.985
H 0.356 1.020 0.729
H -0.418 -0.150 1.799
C 1.245 -0.638 -1.056
C 2.562 0.098 -0.789
C 3.508 -0.773 0.033
C 4.866 -0.156 0.373
C 5.783 0.096 -0.835
H 6.359 -0.796 -1.082
C 6.694 1.274 -0.440
H 6.540 2.114 -1.117
H 7.749 1.004 -0.485
C 6.278 1.664 0.984
H 6.393 2.731 1.169
H 6.883 1.125 1.714
C 4.828 1.201 1.079
H 4.472 1.127 2.106
H 4.188 1.895 0.536
H 5.191 0.357 -1.711
H 5.376 -0.858 1.043
H 3.686 -1.705 -0.510
H 2.993 -1.028 0.961
H 3.010 0.359 -1.750
H 2.351 1.023 -0.253
H 0.619 -0.024 -1.721
H 1.470 -1.569 -1.582
H 0.440 -2.988 -0.274
H -0.343 -2.490 1.225
H -1.311 -1.945 -1.620
H -2.047 -3.060 -0.464
C -3.565 -0.797 -1.059
C -4.631 0.178 -0.648
C -5.803 -0.270 -0.042
C -6.783 0.623 0.355
C -6.610 1.981 0.148
C -5.458 2.437 -0.470
C -4.480 1.543 -0.869
H -3.594 1.909 -1.366
H -5.323 3.493 -0.649
H -7.374 2.679 0.457
H -7.685 0.257 0.822
H -5.952 -1.329 0.114
H -3.140 -0.478 -2.014
H -4.020 -1.779 -1.208
H -2.172 -1.752 1.969
H -3.738 -2.100 1.224
*
```


(3)
Molecular formula: C21H34AlBrCl4FKN3O10S2
Method: DFT, ωB97M-V/def2-TZVPD

Orbital gap: 2.251 eV
HOMO: -7.227 eV

ORCA input file:
```
! wB97M-V def2-TZVPD RIJCOSX def2/J DEFGRID3
* xyz 1 1
C 1.464 -0.754 -0.312
C 0.947 0.671 -0.661
O 1.997 1.585 -0.955
C -0.172 0.665 -1.733
C -1.504 0.446 -0.984
C -2.061 1.581 -0.386
C -3.277 1.476 0.386
C -3.873 0.255 0.530
Br -5.511 0.045 1.580
C -3.365 -0.939 -0.054
N -3.830 -2.155 0.046
S -2.897 -3.255 -0.732
N -1.760 -2.137 -1.295
C -2.118 -0.919 -0.865
H 1.501 -0.827 0.788
H 0.765 -1.523 -0.666
H 2.457 -0.862 -0.764
H 0.470 1.032 0.272
H 2.370 1.813 -0.092
H -0.286 1.650 -2.212
H -0.046 -0.126 -2.480
H -1.542 2.527 -0.492
H -3.678 2.381 0.852
C 3.424 -0.799 3.888
C 4.547 0.031 3.321
O 3.880 1.102 2.642
S 2.528 1.463 3.411
O 2.756 2.588 4.241
O 1.478 1.409 2.454
O 2.427 0.153 4.324
H 2.977 -1.434 3.122
H 3.747 -1.414 4.722
H 5.173 -0.533 2.634
H 5.169 0.458 4.110
C 1.348 -4.719 -2.919
C 2.409 -4.322 -1.869
O 3.307 -5.143 -1.704
O 2.211 -3.224 -1.326
H 1.576 -5.687 -3.355
H 0.366 -4.771 -2.452
H 1.321 -3.977 -3.718
Al -5.189 2.568 2.618
C -2.459 3.647 -4.075
Cl -2.552 2.942 -2.444
Cl -3.361 2.673 -5.232
Cl -3.050 5.324 -4.097
H -1.418 3.659 -4.376
F 4.503 -3.066 -1.432
C 4.949 -5.476 1.290
C 4.457 -6.054 2.605
C 4.871 -4.982 3.598
O 4.831 -3.731 2.891
C 4.695 -3.993 1.481
H 4.443 -5.882 0.413
H 6.023 -5.664 1.185
H 3.364 -6.144 2.586
H 4.877 -7.029 2.837
H 5.895 -5.139 3.948
H 4.208 -4.935 4.467
H 3.675 -3.723 1.183
H 5.394 -3.371 0.922
Cl -2.664 -0.004 -3.137
O 7.236 -7.295 2.527
H 7.197 -7.910 1.783
C -5.481 5.777 -1.665
C -6.773 6.164 -1.041
O -7.405 5.524 -0.263
N -7.456 7.448 -1.435
C -6.598 8.660 -1.613
H -5.066 4.927 -1.131
H -5.648 5.502 -2.710
H -4.765 6.597 -1.614
H -7.960 7.240 -2.306
H -8.183 7.553 -0.720
H -7.252 9.522 -1.710
H -6.003 8.540 -2.514
H -5.964 8.769 -0.736
K -2.063 -2.447 -3.379
*
```


(4)
Molecular formula: C21H34Cl2OP3Tm
Method: DFT, ωB97M-V/def2-TZVPD

Orbital gap (spin up / spin down): 7.549 / 7.636 eV
HOMO (spin up / spin down): -14.402 / -14.401 eV

ORCA input file:
```
! wB97M-V def2-TZVPD RIJCOSX def2/J DEFGRID3
* xyz 2 3
C 1.140 -0.128 -7.277
C 0.841 0.109 -5.834
H 2.221 -0.121 -7.425
H 0.692 0.650 -7.906
H 0.745 -1.099 -7.598
O 1.627 0.235 -4.917
Cl -0.911 0.185 -5.482
Tm 0.016 -0.146 -1.234
P -0.175 2.644 -1.529
C 0.851 3.888 -0.667
C -0.029 3.207 -3.265
H -0.216 4.289 -3.300
H -1.820 4.405 -1.444
H -0.752 2.678 -3.896
H -2.596 2.802 -1.661
H 1.903 3.735 -0.932
H 0.980 2.996 -3.637
C -1.819 3.354 -1.123
H 0.537 4.889 -0.998
H -2.008 3.300 -0.044
H 0.725 3.802 0.420
P 0.133 -2.941 -1.095
C 1.285 -3.996 -0.137
C -1.480 -3.701 -0.645
H -0.436 -3.233 -3.444
H 0.140 -4.755 -2.680
H 1.319 -3.482 -3.147
C 0.307 -3.673 -2.766
H -2.257 -3.313 -1.314
H -1.386 -4.787 -0.770
H 1.065 -5.048 -0.369
H 1.183 -3.829 0.943
H -1.757 -3.477 0.390
H 2.313 -3.774 -0.446
Cl -2.305 -0.332 -1.931
C 2.212 -0.060 1.559
P 0.388 -0.245 1.536
C 0.114 -1.276 3.048
C 0.508 -0.796 4.306
C 0.414 -1.605 5.446
C -0.092 -2.907 5.336
C -0.515 -3.384 4.094
C -0.423 -2.578 2.957
C -0.240 1.340 2.232
C -1.638 1.490 2.212
C -2.222 2.650 2.700
C -1.420 3.661 3.251
C -0.036 3.500 3.302
C 0.564 2.345 2.783
H 2.641 -0.993 1.164
H 2.518 0.084 2.600
H 2.529 0.793 0.939
H 0.891 0.221 4.422
H 0.745 -1.229 6.414
H -0.132 -3.551 6.214
H -0.903 -4.406 4.013
H -0.763 -2.950 1.986
H -2.266 0.690 1.797
H -3.307 2.779 2.655
H -1.882 4.573 3.628
H 0.588 4.279 3.751
H 1.650 2.238 2.815
*
```


(5)
Molecular formula: C21H34ClN4O8S2
Method: DFT, ωB97M-V/def2-TZVPD

Orbital gap: 6.795 eV
HOMO: -10.242 eV

ORCA input file:
```
! wB97M-V def2-TZVPD RIJCOSX def2/J DEFGRID3
* xyz 1 1
C -4.227 -0.499 1.838
C -3.022 0.355 1.335
C -3.464 1.850 1.066
O -2.781 2.757 1.951
C -2.638 4.002 1.360
O -3.475 4.499 0.696
C -1.279 4.704 1.690
S -0.061 3.360 2.035
C 1.578 4.125 2.137
C 1.834 5.226 1.406
C 3.226 5.825 1.521
O 3.444 6.982 1.307
C 4.407 4.923 1.969
C 5.808 5.405 1.500
C 5.724 5.590 -0.061
O 5.817 6.618 -0.579
Cl 5.431 4.048 -0.979
C 4.186 3.812 2.711
C 5.317 2.907 3.222
C 5.370 1.479 2.559
N 6.810 1.077 2.602
N 4.926 1.450 1.151
N 4.670 0.529 3.421
C 2.703 3.527 3.032
O 2.352 2.882 3.974
O -2.291 -0.222 0.231
C -3.102 -0.660 -0.772
O -4.083 -0.117 -1.162
C -2.644 -1.990 -1.501
S -2.960 -1.726 -3.314
H -5.172 -0.205 1.329
H -4.025 -1.592 1.758
H -4.384 -0.288 2.921
H -2.296 0.420 2.181
H -4.558 1.943 1.232
H -3.251 2.045 -0.008
H -1.002 5.327 0.811
H -1.423 5.370 2.568
H 1.109 5.724 0.742
H 6.613 4.665 1.667
H 5.990 6.385 1.989
H 6.327 3.356 3.162
H 5.129 2.731 4.308
H 7.362 1.646 1.967
H 6.911 0.086 2.392
H 5.593 1.915 0.534
H 4.981 0.462 0.879
H 3.734 0.318 3.075
H 5.183 -0.345 3.515
H -1.547 -2.089 -1.364
H -3.211 -2.870 -1.141
H -2.330 -0.540 -3.600
C -3.917 -8.055 -3.512
C -2.707 -7.205 -3.875
C -2.626 -5.875 -3.120
O -3.578 -4.959 -3.628
C -4.849 -4.983 -2.969
N -2.790 -6.861 -5.335
H -4.845 -7.660 -3.928
H -3.802 -9.069 -3.903
H -4.030 -8.130 -2.431
H -1.796 -7.785 -3.724
H -1.644 -5.431 -3.313
H -2.711 -6.005 -2.038
H -4.771 -5.323 -1.934
H -5.538 -5.624 -3.521
H -5.254 -3.971 -2.982
H -3.038 -7.659 -5.923
H -1.913 -6.462 -5.679
H -3.503 -6.125 -5.450
*
```


(6)
Molecular formula: C21H34N2
Method: DFT, ωB97M-V/def2-TZVPD

SMILES: [H]/N=c1/c2c(n(CCCCCCCCC)c3c1CCC3)CCCC2
Orbital gap: 8.024 eV
Energy relative to the best compared isomer or geometry (same formula, charge and spin): 6.9 kJ/mol
HOMO: -7.284 eV

ORCA input file:
```
! wB97M-V def2-TZVPD RIJCOSX def2/J DEFGRID3
* xyz 0 1
C -5.812 -2.525 1.165
C -5.658 -1.266 0.321
C -5.278 -0.058 1.177
C -5.066 1.226 0.363
C -3.598 1.556 0.085
C -2.889 0.535 -0.801
C -1.468 0.979 -1.141
C -0.761 -0.029 -2.042
H -0.791 -1.009 -1.563
H -1.296 -0.106 -2.992
C 0.699 0.344 -2.343
N 1.540 0.292 -1.166
C 1.757 1.423 -0.430
C 2.311 1.407 0.803
C 2.679 0.177 1.459
N 3.150 0.030 2.644
H 3.256 0.908 3.147
C 2.497 -0.995 0.615
C 1.978 -0.917 -0.633
C 1.894 -2.128 -1.528
C 2.735 -3.293 -1.013
C 2.462 -3.508 0.467
C 2.958 -2.287 1.225
H 4.051 -2.280 1.255
H 2.625 -2.293 2.264
H 1.389 -3.639 0.625
H 2.969 -4.405 0.826
H 2.501 -4.189 -1.592
H 3.795 -3.069 -1.151
H 0.854 -2.456 -1.618
H 2.245 -1.867 -2.530
C 2.505 2.798 1.336
H 3.565 3.067 1.304
H 2.169 2.897 2.370
C 1.676 3.664 0.375
H 0.691 3.844 0.808
H 2.141 4.629 0.183
C 1.521 2.832 -0.908
H 2.286 3.096 -1.645
H 0.544 2.992 -1.361
H 1.089 -0.332 -3.107
H 0.740 1.354 -2.752
H -0.901 1.100 -0.215
H -1.511 1.949 -1.642
H -2.845 -0.428 -0.289
H -3.457 0.401 -1.725
H -3.553 2.533 -0.404
H -3.064 1.639 1.034
H -5.494 2.070 0.909
H -5.603 1.148 -0.584
H -6.077 0.102 1.904
H -4.372 -0.285 1.742
H -6.600 -1.058 -0.191
H -4.898 -1.435 -0.444
H -6.095 -3.372 0.544
H -6.579 -2.385 1.924
H -4.877 -2.765 1.667
*
```


(7)
Molecular formula: C21H34N3OS5Sn
Method: DFT, ωB97M-V/def2-TZVPD

Orbital gap: 6.827 eV
Energy relative to the best compared isomer or geometry (same formula, charge and spin): 79.4 kJ/mol
HOMO: -17.335 eV

ORCA input file:
```
! wB97M-V def2-TZVPD RIJCOSX def2/J DEFGRID3
* xyz 3 1
Sn -0.182 0.258 0.421
C -3.308 -1.571 1.814
C -2.290 -1.828 2.921
S -0.541 -1.750 2.413
C 0.119 -1.038 3.938
C 1.566 -0.639 3.737
S 1.831 0.514 2.387
C 1.543 2.144 3.089
C 0.109 2.510 3.443
S -0.978 2.352 2.010
C -2.528 1.775 2.755
C -3.502 1.276 1.697
S -2.993 -0.168 0.733
H -4.298 -1.449 2.259
H -3.380 -2.420 1.135
H -2.465 -2.828 3.321
H -2.413 -1.125 3.741
H 0.054 -1.804 4.713
H -0.509 -0.199 4.229
H 2.177 -1.507 3.483
H 1.981 -0.209 4.650
H 1.936 2.825 2.331
H 2.182 2.243 3.967
H 0.088 3.560 3.740
H -0.290 1.923 4.268
H -2.981 2.630 3.261
H -2.307 1.015 3.502
H -3.697 2.050 0.953
H -4.457 1.027 2.163
C -0.284 3.588 -3.469
N -0.276 2.124 -3.593
C 0.093 1.445 -4.731
C -0.024 0.135 -4.467
N -0.491 0.005 -3.154
C -0.625 1.257 -2.642
S -1.251 1.834 -1.147
C -0.717 -1.276 -2.549
C -0.713 -2.388 -3.384
C -0.945 -3.641 -2.857
C -1.212 -3.759 -1.503
C -1.205 -2.611 -0.752
N -0.948 -1.376 -1.229
H 0.288 3.992 -4.299
H 0.178 3.869 -2.527
H -1.306 3.959 -3.511
H 0.402 1.950 -5.630
H 0.194 -0.692 -5.110
H -0.556 -2.297 -4.444
H -0.932 -4.509 -3.502
H -1.426 -4.714 -1.046
H -1.421 -2.673 0.300
C 3.655 -0.246 0.038
C 2.694 -0.176 -1.128
C 2.610 -1.535 -1.805
C 3.139 0.901 -2.109
O 1.321 0.219 -0.774
H 4.644 -0.503 -0.336
H 3.363 -1.015 0.756
H 3.730 0.713 0.544
H 3.591 -1.829 -2.176
H 1.932 -1.502 -2.656
H 2.269 -2.305 -1.108
H 4.122 0.652 -2.505
H 3.198 1.872 -1.618
H 2.444 0.970 -2.948
*
```